1.
ORCA calculation (ωB97M-V with the def2-TZVPD basis set) on C41H48FeN4O5P as an isolated structure.

Values from the calculation:
spin multiplicity = 2
frontier orbital gap (spin up / spin down) = 6.57 / 6.06 eV
<S²> = 0.76
E_LUMO (spin up / spin down) = -5.6 / -6.2 eV
HOMO energy (spin up / spin down) = -12.2 / -12.3 eV
net charge = +2

Each line ends with the Mulliken spin population.
Element x y z (Å)
1 Fe 1.001 -0.038 -0.105  -0.001
2 C 3.841 -5.878 2.670  0.000
3 C 3.112 -4.862 1.838  0.000
4 C 2.097 -5.193 0.982  0.000
5 C 1.414 -4.223 0.209  -0.001
6 C 0.243 -4.620 -0.455  0.000
7 N -0.522 -3.820 -1.150  0.000
8 C -1.910 -4.128 -1.451  0.000
9 C -2.819 -3.542 -0.371  0.001
10 C -2.795 -2.014 -0.310  0.001
11 N -3.518 -1.462 -1.460  0.004
12 C -3.091 -1.189 -2.670  0.004
13 C -1.804 -0.997 -3.220  0.001
14 C -1.766 -1.228 -4.628  0.000
15 C -0.631 -1.104 -5.374  0.001
16 C -0.577 -1.396 -6.845  0.000
17 C 0.498 -0.610 -4.694  0.000
18 C 0.525 -0.314 -3.347  0.008
19 C 1.693 0.423 -2.879  -0.013
20 N 1.991 0.683 -1.670  0.007
21 C 3.039 1.698 -1.472  0.005
22 C 4.099 1.345 -0.443  0.000
23 C 3.541 1.118 0.957  -0.004
24 N 2.711 -0.085 0.925  -0.002
25 C 3.267 -1.142 1.373  0.001
26 C 2.783 -2.500 1.217  -0.002
27 C 3.423 -3.494 1.933  0.000
28 C 1.777 -2.838 0.260  -0.001
29 O 1.220 -1.986 -0.517  0.004
30 C -0.638 -0.516 -2.521  0.025
31 O -0.675 -0.190 -1.290  0.026
32 H 3.692 -6.882 2.278  0.000
33 H 3.490 -5.866 3.703  0.000
34 H 4.912 -5.678 2.684  0.000
35 H 1.788 -6.229 0.891  0.000
36 H -0.103 -5.645 -0.340  0.000
37 H -0.160 -2.860 -1.210  0.001
38 H -2.023 -5.212 -1.485  0.000
39 H -2.149 -3.741 -2.441  0.000
40 H -2.501 -3.923 0.602  0.000
41 H -3.842 -3.894 -0.530  0.000
42 H -1.790 -1.598 -0.283  0.000
43 H -3.321 -1.675 0.582  -0.001
44 H -4.524 -1.525 -1.375  0.000
45 H -3.902 -1.127 -3.391  0.000
46 H -2.683 -1.545 -5.115  0.000
47 H -1.524 -1.799 -7.200  0.000
48 H 0.204 -2.121 -7.072  0.000
49 H -0.361 -0.491 -7.415  0.000
50 H 1.394 -0.408 -5.272  0.000
51 H 2.313 0.841 -3.675  0.000
52 H 2.516 2.599 -1.137  0.002
53 H 3.511 1.921 -2.432  0.001
54 H 4.807 2.176 -0.408  0.000
55 H 4.660 0.461 -0.757  0.000
56 H 2.944 1.969 1.277  0.003
57 H 4.363 0.992 1.666  0.000
58 H 4.225 -1.051 1.889  0.000
59 H 4.219 -3.196 2.609  0.000
60 C 1.862 5.958 2.963  0.000
61 O 1.210 5.077 3.870  -0.004
62 C 0.802 3.883 3.429  -0.018
63 C 0.191 3.059 4.389  0.039
64 C -0.236 1.814 4.021  -0.020
65 C -0.095 1.315 2.708  0.041
66 C -0.516 -0.039 2.401  -0.007
67 C -1.450 -0.797 3.309  -0.001
68 O -0.142 -0.666 1.396  0.009
69 C 0.498 2.165 1.736  0.042
70 O 0.625 1.837 0.460  0.122
71 C 0.950 3.437 2.125  0.021
72 H 2.105 6.848 3.534  0.000
73 H 1.199 6.227 2.136  0.000
74 H 2.780 5.511 2.576  0.000
75 H 0.094 3.417 5.404  0.001
76 H -0.667 1.185 4.786  0.001
77 H -1.864 -0.221 4.128  0.000
78 H -0.932 -1.674 3.698  0.001
79 H -2.277 -1.153 2.694  0.000
80 H 1.448 4.041 1.380  0.004
81 C -2.143 2.482 -2.347  0.140
82 P -1.124 2.713 -0.854  0.390
83 C -0.471 4.387 -0.993  0.054
84 C -2.253 2.641 0.530  0.065
85 C -2.345 3.667 1.468  0.034
86 C -3.183 3.530 2.565  -0.014
87 C -3.931 2.374 2.730  0.034
88 C -3.839 1.345 1.800  -0.020
89 C -2.997 1.472 0.709  -0.012
90 H -2.725 1.570 -2.244  -0.023
91 H -1.507 2.397 -3.229  -0.005
92 H -2.817 3.334 -2.462  0.019
93 H -1.285 5.110 -1.079  0.020
94 H 0.146 4.444 -1.890  -0.004
95 H 0.141 4.629 -0.128  -0.016
96 H -1.771 4.576 1.350  -0.001
97 H -3.254 4.330 3.289  0.001
98 H -4.590 2.275 3.583  0.001
99 H -4.429 0.447 1.933  0.000
100 H -2.890 0.665 -0.005  0.033


2.
ORCA calculation (ωB97M-V with the def2-TZVPD basis set) on C16H12BaCl2N5O7S2 as an isolated structure.

Values from the calculation:
frontier orbital gap = 6.98 eV
E_LUMO = 1.7 eV
HOMO energy = -5.3 eV
net charge = -1

Each line ends with the Löwdin charge.
Element x y z (Å)
1 Ba 0.924 -0.234 0.254  1.842
2 C 1.484 1.896 -4.898  -0.457
3 S -0.124 2.127 -4.129  0.815
4 C -0.239 0.780 -2.985  -1.181
5 S 0.926 -0.451 -2.962  0.427
6 N -1.354 0.937 -2.295  -0.136
7 N -1.472 0.112 -1.242  -0.168
8 C -2.630 -0.069 -0.736  -0.139
9 C -2.806 -0.944 0.418  -0.295
10 C -4.098 -1.120 0.920  -0.033
11 C -4.305 -2.006 1.961  -0.076
12 C -3.219 -2.694 2.479  -0.087
13 C -1.967 -2.439 1.938  -0.175
14 N -1.749 -1.587 0.943  0.027
15 H 1.583 2.705 -5.622  0.027
16 H 1.548 0.938 -5.407  0.012
17 H 2.275 1.978 -4.156  0.012
18 H -3.516 0.360 -1.204  0.119
19 H -4.921 -0.570 0.485  0.109
20 H -5.300 -2.159 2.360  0.105
21 H -3.324 -3.403 3.288  0.100
22 H -1.091 -2.940 2.339  0.112
23 Cl -1.123 2.364 1.705  0.554
24 C -1.736 2.169 3.349  -0.976
25 Cl -1.931 0.459 3.779  0.550
26 H -2.709 2.639 3.415  0.023
27 H -1.028 2.613 4.038  0.031
28 O 1.878 0.646 2.554  -0.179
29 C 2.957 0.362 1.980  -0.798
30 O 3.176 -0.774 1.481  -0.176
31 C 3.868 1.486 1.549  -0.067
32 C 5.019 1.778 2.208  0.055
33 C 5.873 2.785 1.717  -0.165
34 C 5.572 3.455 0.554  0.067
35 C 4.416 3.134 -0.134  -0.064
36 C 3.454 2.169 0.333  -0.317
37 O 2.350 1.903 -0.209  -0.215
38 N 4.187 3.850 -1.369  -0.354
39 O 3.460 3.360 -2.208  0.080
40 O 4.739 4.937 -1.515  0.034
41 N 7.083 3.098 2.423  -0.373
42 O 7.307 2.516 3.476  0.037
43 O 7.814 3.973 1.980  0.039
44 H 5.298 1.237 3.101  0.129
45 H 6.230 4.217 0.168  0.126


3.
ORCA calculation (ωB97M-V with the def2-TZVPD basis set) on a 2-piece molecular cluster, CH6N2OS overall.

Values from the calculation:
frontier orbital gap = 9.67 eV
E_LUMO = 0.8 eV
SMILES = C=N.NSO
HOMO energy = -8.8 eV
net charge = 0

Each line ends with the Löwdin charge.
Element x y z (Å)
1 C 1.088 -1.944 -0.904  -0.176
2 N -0.004 -2.059 -1.502  0.015
3 H 1.413 -2.510 -0.027  0.065
4 H 1.785 -1.206 -1.282  0.052
5 H -0.638 -2.761 -1.118  0.039
6 N -1.348 1.503 0.260  -0.336
7 S 0.257 1.279 0.693  0.757
8 O 0.571 2.656 1.551  -0.481
9 H -1.964 0.765 0.569  0.018
10 H -1.486 1.715 -0.720  0.024
11 H 0.326 2.562 2.480  0.024


4.
ORCA calculation (ωB97M-V with the def2-TZVPD basis set) on a 2-piece molecular cluster, C5H15N2O overall.

Values from the calculation:
frontier orbital gap = 10.30 eV
E_LUMO = -3.1 eV
HOMO energy = -13.4 eV
net charge = +1

Each line ends with the Löwdin charge.
Element x y z (Å)
1 N 0.647 -1.833 1.454  0.198
2 C 0.250 -0.964 0.308  -0.307
3 C 1.331 0.133 0.070  -0.134
4 C 1.213 0.737 -1.302  -0.175
5 C 0.386 0.367 -2.258  0.009
6 C -1.161 -0.432 0.596  -0.191
7 N -1.930 -1.475 1.262  0.012
8 H -0.260 -2.204 1.810  0.139
9 H 1.316 -2.566 1.209  0.177
10 H 1.145 -1.289 2.161  0.171
11 H 0.283 -1.578 -0.582  0.139
12 H 0.968 0.909 0.750  0.116
13 H 2.329 -0.218 0.307  0.123
14 H 1.839 1.605 -1.479  0.110
15 H -0.342 -0.441 -2.291  0.066
16 H 0.433 0.858 -3.230  0.074
17 H -1.567 -0.047 -0.332  0.121
18 H -1.035 0.448 1.230  0.133
19 H -2.579 -1.952 0.655  0.099
20 H -2.466 -1.077 2.028  0.101
21 H -0.507 4.270 -0.322  0.044
22 H -0.095 3.363 -1.506  0.042
23 O -0.196 3.385 -0.539  -0.067


5.
ORCA calculation (ωB97M-V with the def2-TZVPD basis set) on a 8-piece molecular cluster, C46H41F7N3O2P overall.

Values from the calculation:
frontier orbital gap = 9.09 eV
E_LUMO = 0.3 eV
SMILES = N#CC[C@H](C#N)P(=N)(O)O.Fc1ccccc1.Fc1ccccc1.Fc1ccccc1.Fc1ccccc1.Fc1ccccc1.Fc1ccccc1.Fc1ccccc1
HOMO energy = -8.8 eV
net charge = 0

Each line ends with the Löwdin charge.
Element x y z (Å)
1 N -5.832 -2.552 0.366  0.167
2 C -4.787 -2.192 0.675  -0.227
3 C -3.452 -1.805 1.123  -0.145
4 C -2.620 -1.076 0.029  -0.304
5 C -2.991 -1.464 -1.326  -0.245
6 N -3.285 -1.749 -2.398  0.191
7 P -0.782 -1.247 0.276  0.478
8 N -0.072 -1.495 -1.063  -0.121
9 O -0.537 -2.272 1.475  -0.147
10 O -0.417 0.098 1.029  -0.138
11 H -3.578 -1.124 1.965  0.131
12 H -2.941 -2.698 1.479  0.101
13 H -2.821 -0.003 0.111  0.094
14 H 0.524 -2.311 -1.108  -0.001
15 H -0.616 -3.190 1.183  0.092
16 H -0.554 0.870 0.459  0.056
17 F 3.963 -1.833 0.240  0.037
18 C 4.076 -0.524 0.570  -0.270
19 C 2.946 0.152 0.978  -0.006
20 C 3.068 1.492 1.316  -0.082
21 C 4.300 2.128 1.235  -0.097
22 C 5.419 1.420 0.816  -0.083
23 C 5.315 0.077 0.481  -0.015
24 H 1.995 -0.357 1.023  0.087
25 H 2.192 2.037 1.641  0.102
26 H 4.389 3.174 1.497  0.098
27 H 6.380 1.913 0.748  0.104
28 H 6.172 -0.497 0.155  0.117
29 F 0.353 2.204 -0.507  0.026
30 C 0.053 3.380 -1.124  -0.261
31 C -1.244 3.574 -1.538  -0.011
32 C -1.567 4.784 -2.136  -0.069
33 C -0.589 5.754 -2.318  -0.076
34 C 0.715 5.516 -1.902  -0.087
35 C 1.050 4.315 -1.292  -0.010
36 H -1.982 2.797 -1.391  0.108
37 H -2.583 4.964 -2.460  0.106
38 H -0.841 6.696 -2.786  0.107
39 H 1.475 6.269 -2.050  0.093
40 H 2.054 4.104 -0.946  0.120
41 F -4.409 -9.038 -3.991  0.046
42 C -4.361 -7.695 -3.841  -0.292
43 C -5.518 -7.023 -3.502  -0.022
44 C -5.460 -5.645 -3.347  -0.081
45 C -4.265 -4.964 -3.536  -0.096
46 C -3.118 -5.669 -3.878  -0.083
47 C -3.158 -7.048 -4.032  -0.023
48 H -6.439 -7.574 -3.364  0.115
49 H -6.354 -5.100 -3.075  0.105
50 H -4.222 -3.891 -3.415  0.065
51 H -2.186 -5.140 -4.028  0.104
52 H -2.277 -7.618 -4.294  0.114
53 F 1.696 8.505 -1.423  0.044
54 C 2.249 8.634 -0.195  -0.277
55 C 2.868 9.826 0.123  -0.016
56 C 3.433 9.960 1.383  -0.082
57 C 3.376 8.914 2.294  -0.096
58 C 2.749 7.727 1.943  -0.080
59 C 2.174 7.576 0.688  -0.013
60 H 2.903 10.625 -0.604  0.118
61 H 3.919 10.888 1.653  0.105
62 H 3.820 9.024 3.274  0.101
63 H 2.704 6.908 2.649  0.105
64 H 1.677 6.660 0.401  0.097
65 F 5.274 -4.911 -4.966  0.053
66 C 5.751 -4.848 -3.706  -0.288
67 C 5.162 -3.972 -2.816  -0.010
68 C 5.656 -3.914 -1.519  -0.077
69 C 6.722 -4.719 -1.140  -0.095
70 C 7.296 -5.588 -2.058  -0.088
71 C 6.809 -5.661 -3.355  -0.021
72 H 4.336 -3.352 -3.137  0.119
73 H 5.204 -3.238 -0.808  0.077
74 H 7.105 -4.669 -0.130  0.100
75 H 8.129 -6.215 -1.765  0.103
76 H 7.236 -6.334 -4.087  0.116
77 F -3.835 1.728 0.963  0.030
78 C -4.676 2.748 0.650  -0.280
79 C -4.981 3.683 1.616  -0.014
80 C -5.834 4.724 1.279  -0.078
81 C -6.368 4.812 0.001  -0.089
82 C -6.046 3.854 -0.951  -0.077
83 C -5.189 2.811 -0.628  -0.022
84 H -4.557 3.592 2.608  0.119
85 H -6.081 5.471 2.022  0.107
86 H -7.034 5.625 -0.253  0.103
87 H -6.461 3.914 -1.948  0.108
88 H -4.920 2.055 -1.354  0.119
89 F -1.838 -4.784 3.091  0.039
90 C -1.054 -4.747 4.200  -0.275
91 C -0.022 -3.835 4.231  -0.015
92 C 0.787 -3.790 5.357  -0.073
93 C 0.552 -4.652 6.419  -0.094
94 C -0.497 -5.561 6.356  -0.081
95 C -1.318 -5.616 5.238  -0.015
96 H 0.134 -3.187 3.382  0.088
97 H 1.601 -3.078 5.402  0.107
98 H 1.184 -4.617 7.296  0.101
99 H -0.680 -6.235 7.182  0.105
100 H -2.142 -6.312 5.167  0.119


6.
ORCA calculation (ωB97M-V with the def2-TZVPD basis set) on a 12-piece molecular cluster, C19H49N11O23S overall.

Values from the calculation:
frontier orbital gap = 7.59 eV
E_LUMO = -2.1 eV
SMILES = C[N+](=O)[O-].C[N+](=O)[O-].C[N+](=O)[O-].C[N+](=O)[O-].C[N+](=O)[O-].C[N+](=O)[O-].C[N+](=O)[O-].C[N+](=O)[O-].O=S1(=O)OCCO1.CN(C)C=O.CN(C)C=O.CN(C)C=O
HOMO energy = -9.7 eV
net charge = 0

Each line ends with the Löwdin charge.
Element x y z (Å)
1 C -25.478 -15.368 9.394  0.077
2 N -26.226 -14.294 10.063  -0.264
3 O -26.217 -14.278 11.316  0.020
4 O -26.650 -13.342 9.365  -0.102
5 H -25.379 -15.202 8.321  0.119
6 H -25.997 -16.293 9.643  0.093
7 H -24.477 -15.383 9.826  0.122
8 C -29.206 -14.372 16.831  -0.004
9 N -30.589 -14.750 16.334  -0.349
10 O -30.667 -15.726 15.567  0.068
11 O -31.560 -14.012 16.654  0.041
12 H -29.385 -14.082 17.867  0.139
13 H -28.784 -13.559 16.241  0.029
14 H -28.645 -15.306 16.797  0.121
15 C -31.582 -13.415 13.847  0.038
16 N -32.010 -13.038 12.477  -0.323
17 O -31.238 -12.470 11.705  -0.065
18 O -33.194 -13.321 12.114  0.085
19 H -31.139 -14.410 13.811  0.092
20 H -32.319 -13.301 14.642  0.114
21 H -30.820 -12.667 14.070  0.070
22 C -28.741 -12.062 8.817  0.007
23 N -28.492 -12.750 7.542  -0.336
24 O -29.432 -13.302 6.827  0.020
25 O -27.307 -12.693 7.221  0.075
26 H -28.255 -11.087 8.833  0.098
27 H -28.227 -12.679 9.553  0.059
28 H -29.776 -11.995 9.153  0.106
29 C -27.045 -13.978 16.129  -0.076
30 N -26.013 -14.748 15.498  -0.356
31 O -24.976 -14.111 15.212  0.068
32 O -26.135 -15.934 15.208  0.072
33 H -27.471 -14.334 17.067  0.100
34 H -27.805 -14.042 15.351  -0.002
35 H -26.797 -12.954 16.409  0.115
36 C -27.258 -16.300 12.601  -0.023
37 N -27.118 -17.758 12.926  -0.400
38 O -26.274 -18.385 12.344  0.083
39 O -27.812 -18.134 13.887  0.040
40 H -26.717 -15.987 11.707  0.057
41 H -26.906 -15.743 13.469  0.074
42 H -28.342 -16.236 12.509  0.079
43 C -29.924 -8.349 8.873  0.031
44 N -28.898 -8.448 9.879  -0.368
45 O -28.480 -9.528 10.272  -0.066
46 O -28.382 -7.356 10.287  0.090
47 H -30.797 -7.813 9.245  0.107
48 H -30.202 -9.324 8.473  0.119
49 H -29.526 -7.738 8.064  0.129
50 C -29.713 -15.065 9.656  0.052
51 N -28.482 -15.721 9.266  -0.358
52 O -27.818 -16.256 10.153  -0.014
53 O -28.312 -15.860 8.056  0.116
54 H -29.513 -14.545 10.593  0.058
55 H -30.548 -15.758 9.755  0.135
56 H -29.919 -14.337 8.871  0.077
57 O -28.856 -13.773 14.491  -0.366
58 S -28.642 -13.637 13.057  0.921
59 O -28.800 -14.794 12.161  -0.297
60 O -29.455 -12.258 12.524  -0.255
61 C -28.640 -11.306 11.910  -0.215
62 C -27.235 -11.940 11.718  -0.170
63 O -27.114 -12.889 12.763  -0.216
64 H -29.117 -11.117 10.948  0.058
65 H -28.435 -10.342 12.377  0.141
66 H -26.402 -11.260 11.900  0.147
67 H -27.135 -12.371 10.722  0.051
68 C -25.994 -10.584 15.483  -0.027
69 N -27.356 -10.737 16.009  -0.151
70 C -28.205 -11.631 15.242  -0.077
71 C -27.759 -9.967 17.067  -0.316
72 O -27.270 -8.923 17.491  0.018
73 H -25.316 -10.255 16.271  0.095
74 H -25.972 -9.788 14.740  0.094
75 H -25.556 -11.519 15.134  0.077
76 H -29.286 -11.673 15.374  0.121
77 H -27.919 -11.664 14.191  0.076
78 H -28.068 -12.606 15.709  0.002
79 H -28.782 -10.217 17.390  0.135
80 C -25.400 -11.006 9.443  -0.057
81 N -25.693 -9.822 8.704  -0.144
82 C -26.130 -8.644 9.448  -0.047
83 C -25.398 -9.847 7.388  -0.318
84 O -24.982 -10.809 6.723  0.003
85 H -24.439 -11.081 9.952  0.117
86 H -25.499 -11.916 8.852  0.079
87 H -26.126 -11.188 10.236  0.035
88 H -27.105 -8.842 9.891  0.012
89 H -25.463 -8.318 10.247  0.105
90 H -26.338 -7.744 8.870  0.094
91 H -25.461 -8.832 6.967  0.132
92 C -30.932 -9.936 11.105  -0.098
93 N -32.173 -9.571 11.670  -0.145
94 C -33.144 -8.788 10.912  -0.003
95 C -32.405 -10.178 12.848  -0.318
96 O -33.369 -9.944 13.584  0.024
97 H -30.139 -9.865 11.849  0.090
98 H -30.653 -9.454 10.168  0.039
99 H -31.007 -10.973 10.778  0.079
100 H -33.740 -9.492 10.332  0.104
101 H -33.787 -8.289 11.637  0.092
102 H -32.705 -7.947 10.375  0.077
103 H -31.589 -10.892 13.045  0.113


Number 1: energy -103158.90173 eV, molar mass 763.677 g/mol. Number 2: energy -85978.73961 eV, molar mass 658.668 g/mol. Number 3: energy -16995.66356 eV, molar mass 94.139 g/mol. Number 4: energy -10449.13763 eV, molar mass 119.188 g/mol. Number 5: energy -85243.93396 eV, molar mass 831.813 g/mol. Number 6: energy -94774.88369 eV, molar mass 831.722 g/mol.